The following is a DFT calculation (ωB97M-V with the def2-TZVPD basis set) of the ion C6H10N with charge +1.

The geometry in XYZ format:
```
17
Properties=species:S:1:pos:R:3:forces:R:3
C 1.82242 -0.72269 0.30731 -0.441 0.047 0.232
C 2.96770 -1.11525 0.29801 -1.572 0.482 -0.151
C -0.21063 -0.62446 -0.80029 -1.828 -2.953 -0.303
C -0.12652 0.16306 -1.97618 0.005 2.564 -1.362
C 0.51110 1.14375 0.68106 1.859 4.266 1.437
C -0.10522 -1.03409 1.57291 -1.362 -1.502 3.416
N 0.39303 -0.24785 0.46522 3.109 -1.989 -2.411
H -0.65878 -1.66296 -0.87545 0.800 1.462 0.659
H -0.25137 -0.37241 -2.93433 -0.675 0.124 0.766
H 0.83359 0.63507 -2.13258 0.802 0.087 0.225
H -0.76805 1.10217 -1.86761 0.186 -1.172 -0.608
H -0.47828 1.67541 0.69084 0.854 -0.794 0.866
H 1.31106 1.24389 1.55636 -2.505 0.242 -1.236
H 1.06406 1.68297 -0.11944 -0.368 -0.934 0.097
H -0.27991 -2.02360 1.12183 0.409 0.152 0.764
H 0.76156 -1.00865 2.30621 -1.498 -0.453 -0.548
H -1.12089 -0.78397 2.14897 2.226 0.372 -1.842
```
Positions in Å, forces in eV/Å.

Energy relative to the best compared isomer or geometry (same formula, charge and spin) in kcal/mol: 150.60
Charge: +1
E_tot in eV: -7857.802
2S+1: 3

The following is a DFT calculation (ωB97M-V with the def2-TZVPD basis set) of a structure of composition C21H31F2SiSn.

The geometry in XYZ format:
```
56
Properties=species:S:1:pos:R:3:forces:R:3
C -3.14296 -4.02880 -0.89753 -0.409 0.229 0.205
Si -1.63548 -3.08671 -1.49741 0.417 0.169 0.145
C -1.68987 -3.17844 -3.36709 -0.111 0.319 -0.268
H -1.53274 -1.59298 -0.98794 -0.294 -1.371 -0.453
C -0.15013 -4.09870 -0.95873 0.400 0.168 0.300
Sn 1.11778 -2.82009 0.27045 -0.703 0.356 -0.301
C 2.84548 -3.90078 0.90143 0.238 -0.023 0.120
C 1.60114 -1.08243 -0.90442 0.344 -0.106 0.093
C -0.08097 -2.21722 1.95031 0.272 -0.100 0.143
H -3.11434 -5.04960 -1.30872 0.068 0.283 0.073
H -3.17766 -4.10586 0.19712 -0.008 0.021 -0.197
H -4.07324 -3.55318 -1.23616 0.106 -0.121 0.119
H -1.71316 -4.23440 -3.67560 0.012 0.247 0.109
H -2.58912 -2.68476 -3.75960 0.199 -0.078 -0.033
H -0.81022 -2.70414 -3.82193 -0.189 -0.086 0.057
H -0.44325 -4.96949 -0.34866 0.059 0.254 -0.268
H 0.44542 -4.44471 -1.81935 -0.249 0.066 0.245
H 3.46535 -3.22786 1.51255 -0.074 -0.343 -0.172
H 2.53852 -4.76963 1.50087 0.186 0.241 -0.167
H 3.41425 -4.23669 0.02336 -0.086 0.059 0.322
H 2.23769 -0.43264 -0.27642 -0.309 -0.143 -0.432
H 2.15693 -1.39449 -1.80278 -0.119 0.213 0.275
H 0.69648 -0.53029 -1.19647 0.304 -0.133 0.209
H 0.50560 -1.48522 2.52997 -0.411 -0.227 -0.121
H -1.01284 -1.74330 1.61372 0.334 -0.093 0.114
H -0.30989 -3.09088 2.57862 0.026 0.297 -0.104
C 0.76653 4.77989 -4.43545 0.120 0.115 -0.298
C 0.32542 4.02865 -3.23594 0.139 -0.129 0.608
C 1.04131 4.12203 -2.04524 -0.636 -0.353 0.091
F 2.14385 4.95383 -2.02193 -0.526 -0.385 0.073
C 0.68667 3.43599 -0.89574 0.183 0.011 0.025
C -0.40849 2.51265 -0.89004 -0.085 -0.242 0.351
C -0.81230 1.66569 0.19606 0.182 0.571 0.102
C -0.38382 1.73142 1.56196 -0.157 -0.094 -0.304
C 0.77704 2.39875 2.06540 0.266 0.153 -0.082
C 1.13820 2.31211 3.39884 -0.600 -0.170 -0.287
F 2.26912 2.97326 3.83528 -0.459 -0.330 -0.285
C 0.40511 1.59678 4.34052 0.017 0.155 -0.557
C 0.87898 1.49359 5.73997 0.176 0.008 0.351
C -0.77694 0.99693 3.87938 -0.104 0.130 -0.802
C -1.17690 1.07852 2.54877 0.498 0.055 0.608
C -1.17132 2.47372 -2.09170 0.298 0.181 -0.227
C -0.80619 3.19902 -3.21393 -0.099 -0.210 0.347
H 0.07133 4.56071 -5.24361 0.028 0.150 -0.217
H 0.77155 5.86425 -4.24599 0.158 -0.242 -0.220
H 1.76990 4.44830 -4.74316 -0.179 0.329 -0.046
H 1.25797 3.61210 0.00626 -0.026 0.116 -0.642
H -1.67370 1.00331 -0.00566 0.404 0.497 0.150
H 1.40503 2.97704 1.39609 -0.023 -0.377 0.644
H 0.19273 0.84847 6.28350 0.026 -0.038 0.259
H 1.88200 1.03886 5.76388 -0.213 0.254 0.260
H 0.90134 2.48222 6.22593 0.178 -0.342 0.026
H -1.41083 0.44825 4.57364 0.130 0.085 0.057
H -2.11500 0.64500 2.22229 0.010 -0.126 0.112
H -2.06858 1.85910 -2.08137 0.111 0.054 -0.202
H -1.42883 3.12282 -4.10759 0.180 0.075 0.094
```
Positions in Å, forces in eV/Å.

Energy relative to the best compared isomer or geometry (same formula, charge and spin) in kcal/mol: 0.00
Charge: -1
E_tot in eV: -41424.319

The following is a DFT calculation (ωB97M-V with the def2-TZVPD basis set) of a structure of composition C22H28F5NO4SSiSn.

The geometry in XYZ format:
```
63
Properties=species:S:1:pos:R:3:forces:R:3
Sn -0.28149 0.73801 -0.19446 0.304 -0.069 -0.200
C -3.35844 -1.42043 -0.56665 -0.026 -1.178 -0.641
C -2.08945 -1.87394 -1.33078 -0.576 1.077 0.740
O -1.29943 -0.74041 -1.81227 0.157 0.633 -0.454
C -1.58295 -0.32489 -3.19986 0.239 -0.352 0.343
C -2.37438 0.97899 -3.28106 -0.987 -0.513 -0.339
O -1.98514 1.91571 -2.29862 0.498 -0.575 0.266
C -2.96533 2.90777 -1.97056 -0.341 -0.579 -0.227
C -2.60757 3.34532 -0.58490 0.480 0.710 1.279
O -2.44337 2.35535 0.47422 -0.278 -1.047 -1.223
C -3.65719 1.80843 1.06665 0.075 0.364 1.227
C -4.19991 0.53079 0.43992 0.504 0.319 0.157
O -3.07676 -0.38051 0.37430 -0.599 -0.412 -0.808
H -3.73227 -2.38462 -0.12679 0.178 0.970 0.229
H -4.16962 -1.10720 -1.25567 0.589 0.014 0.163
H -2.37164 -2.51096 -2.17583 0.196 0.117 0.215
H -1.43344 -2.39185 -0.64717 0.177 -0.273 0.055
H -2.09307 -1.17492 -3.68491 -0.180 0.621 0.215
H -0.64533 -0.26260 -3.74760 0.376 0.240 0.438
H -3.45880 0.74759 -3.18436 0.518 0.245 0.042
H -2.20324 1.38973 -4.27919 -0.136 0.020 -0.056
H -3.96795 2.47117 -1.96535 0.001 -0.226 -0.169
H -2.98981 3.72303 -2.73889 0.297 -0.401 0.886
H -3.25685 4.10374 -0.17516 -0.578 0.240 -0.186
H -1.63946 3.80370 -0.58524 0.683 0.331 -0.259
H -4.44407 2.59870 1.09044 0.551 -0.519 -0.033
H -3.34074 1.58691 2.11569 -0.382 0.214 -0.762
H -4.54970 0.73991 -0.58801 -0.046 -0.227 0.423
H -5.03477 0.10773 1.07018 0.820 0.454 -0.655
C 4.14477 -4.05874 2.56975 0.187 0.404 -0.024
Si 2.41386 -3.29324 2.46720 -0.304 -1.245 1.815
C 1.00394 -4.57316 2.24675 1.196 0.503 -0.258
C 1.91323 -2.35865 4.04260 0.629 0.477 -1.065
C 2.53910 -2.24110 0.92623 -0.676 -0.317 -1.184
C 3.56055 -2.51547 -0.01099 -0.952 1.450 0.450
C 3.63368 -1.76059 -1.17877 0.683 -1.479 -0.035
C 2.68878 -0.81238 -1.35499 -0.861 1.009 -0.539
N 1.58871 -0.62037 -0.59778 0.167 -0.236 0.197
C 1.48943 -1.37765 0.50145 1.900 -0.367 0.339
S 0.11617 -1.07161 1.49919 -1.427 1.091 -0.209
H 4.42226 -4.66521 3.41764 -0.551 -0.099 0.724
H 4.92409 -3.26215 2.59211 -0.472 -0.423 -0.433
H 4.30668 -4.76872 1.75782 0.158 0.301 -0.385
H 0.71973 -5.06297 3.15884 -0.027 0.082 0.780
H 1.45848 -5.36225 1.67465 -0.191 -0.478 -0.780
H 0.09476 -4.19946 1.79180 -0.086 0.067 -0.322
H 2.59037 -2.64911 4.83399 0.194 -0.067 0.276
H 0.91113 -2.66373 4.32196 -0.194 0.264 0.060
H 2.01655 -1.27133 3.90064 -0.281 -0.265 0.341
H 4.36505 -3.17458 0.21155 0.250 -0.636 0.257
H 4.39759 -1.99919 -1.94380 -0.479 0.656 0.624
H 2.81463 -0.10700 -2.11855 -0.067 0.805 -1.303
F 0.73547 2.56318 2.08547 0.206 0.659 -0.888
C 1.23273 3.19685 0.98508 1.373 -0.126 0.664
C 0.99090 2.65038 -0.27478 -1.721 -0.096 0.228
C 1.48663 3.32836 -1.37648 1.442 -0.133 -0.343
F 1.02033 3.09498 -2.60820 0.426 -0.266 0.410
C 2.64176 4.15837 -1.21012 -0.309 0.223 -2.575
F 3.39594 4.50824 -2.30906 -1.486 -0.458 1.741
C 2.93015 4.67994 0.02061 1.810 0.544 1.638
F 4.03080 5.48230 0.23053 -2.265 -1.353 -0.532
C 2.20436 4.21589 1.13517 -0.548 0.068 1.327
F 2.46955 4.70995 2.37440 -0.237 -0.759 -1.661
```
Positions in Å, forces in eV/Å.

Energy relative to the best compared isomer or geometry (same formula, charge and spin) in kcal/mol: 0.00
Charge: +2
E_tot in eV: -71061.183

The following is a DFT calculation (ωB97M-V with the def2-TZVPD basis set) of the ion C4H7IN with charge +1.

The geometry in XYZ format:
```
13
Properties=species:S:1:pos:R:3:forces:R:3
C -1.19832 1.56965 0.03370 -4.939 -3.086 -2.131
N -1.46235 0.29766 0.01206 3.259 1.855 1.253
C -0.57303 -0.91657 0.13191 1.179 0.747 2.680
C 0.86560 -0.54951 0.46554 0.599 0.899 1.784
C 1.85056 -0.50528 -0.42403 0.365 -0.555 0.549
I 3.82517 0.05429 -0.03905 -0.484 -0.027 0.070
H -0.37187 1.99003 0.36511 4.372 1.125 1.554
H -1.91118 2.28632 -0.39834 -0.212 -0.608 0.495
H -2.29726 -0.09567 -0.24666 -3.187 0.087 -1.137
H -0.66462 -1.24592 -0.84465 0.219 -1.161 -2.044
H -1.05744 -1.69227 0.80404 0.505 1.226 -0.533
H 1.21503 -0.22278 1.51196 -1.338 -0.502 -1.409
H 1.77971 -0.96994 -1.37158 -0.338 0.000 -1.131
```
Positions in Å, forces in eV/Å.

Energy relative to the best compared isomer or geometry (same formula, charge and spin) in kcal/mol: 52.57
Charge: +1
E_tot in eV: -13842.976
SMILES: C=[NH+]C/C=C/I

Q: Number 3 is which compound?
A: C22H28F5NO4SSiSn

Q: Which formula does entry 2 have?
A: C21H31F2SiSn

Q: Which formula does entry 3 have?
A: C22H28F5NO4SSiSn

Q: The highest energy relative to the best compared isomer or geometry (same formula, charge and spin) belongs to which entry?
A: C6H10N